Entry from the Open Molecules 2025 dataset: a single C4H5FN2O molecule in a non-equilibrium geometry (wB97M-V/def2-TZVPD).

Bonds (Å) are listed after each position.
Element x y z (Å)
1 H 2.730 0.167 1.302  N2 1.001
2 N 2.065 -0.532 1.037  H1 1.001, C3 1.278
3 C 0.915 -0.085 0.705  N2 1.278, N4 1.390, C5 1.524
4 N 0.404 1.205 0.776  C3 1.390, H10 0.976, H11 1.040
5 C -0.127 -1.073 0.190  C3 1.524, F6 1.336, C7 1.346
6 F -0.061 -2.248 0.822  C5 1.336
7 C -0.996 -0.884 -0.819  C5 1.346, C8 1.494, H12 1.099
8 C -1.195 0.396 -1.564  C7 1.494, O9 1.232, H13 1.097
9 O -2.050 0.493 -2.445  C8 1.232
10 H -0.529 1.231 1.063  N4 0.976
11 H 0.991 1.855 1.335  N4 1.040
12 H -1.675 -1.720 -1.037  C7 1.099
13 H -0.471 1.196 -1.366  C8 1.097

Properties
highest occupied orbital energy = -9.964 eV
frontier orbital gap = 9.77 eV
M = 116.1 g mol⁻¹
SMILES = [H]/N=C(N)/C(F)=C\C=O
lowest unoccupied orbital energy = -0.1903 eV
total energy = -439.996217 Ha